{"formula": "C59H62Ge2N5P2STi", "method": "the ωB97M-V functional and the def2-TZVPD basis", "max_force_ha_per_bohr": 0.029, "charge": -1, "de_lowest_ev": 1.9011, "e_lumo_ev": [1.8, 1.8], "e_homo_ev": [-2.99, -2.90], "elements": ["Ti", "N", "C", "S", "N", "N", "C", "C", "C", "C", "C", "C", "N", "H", "H", "H", "H", "H", "H", "H", "C", "C", "C", "C", "C", "C", "P", "C", "C", "C", "C", "C", "C", "C", "C", "C", "C", "C", "C", "H", "H", "H", "H", "H", "H", "H", "H", "H", "H", "H", "H", "H", "H", "C", "C", "Ge", "C", "C", "C", "C", "Ge", "C", "C", "C", "C", "C", "C", "C", "C", "C", "C", "H", "H", "H", "H", "H", "H", "H", "H", "H", "H", "H", "H", "H", "H", "H", "H", "H", "H", "H", "H", "H", "H", "H", "H", "H", "H", "N", "P", "C", "C", "C", "C", "C", "C", "C", "C", "C", "C", "C", "C", "C", "C", "C", "C", "C", "C", "H", "H", "H", "H", "H", "H", "H", "H", "H", "H", "H", "H", "H", "H", "H"], "positions_angstrom": [[-0.402, 0.341, 0.778], [3.579, 2.309, -0.211], [2.334, 1.979, 0.278], [1.050, 1.658, -0.838], [2.190, 1.911, 1.563], [0.874, 1.544, 1.886], [0.421, 2.214, 2.938], [-0.897, 1.986, 3.335], [-1.537, 2.651, 4.407], [-2.860, 2.421, 4.644], [-3.562, 1.530, 3.796], [-2.873, 0.891, 2.799], [-1.557, 1.061, 2.573], [3.613, 2.623, -1.164], [4.199, 2.759, 0.443], [1.061, 2.938, 3.427], [-0.962, 3.346, 5.007], [-3.371, 2.925, 5.456], [-4.621, 1.349, 3.915], [-3.374, 0.209, 2.124], [2.727, 2.395, -5.640], [3.688, 1.518, -5.152], [3.333, 0.523, -4.254], [2.009, 0.360, -3.839], [1.063, 1.256, -4.327], [1.415, 2.265, -5.214], [1.649, -0.895, -2.539], [2.099, -2.459, -3.439], [1.254, -3.392, -4.041], [1.751, -4.572, -4.580], [3.109, -4.852, -4.536], [3.965, -3.949, -3.922], [3.459, -2.782, -3.367], [-0.184, -0.952, -2.402], [-0.943, -1.265, -3.539], [-2.285, -1.592, -3.455], [-2.875, -1.618, -2.194], [-2.139, -1.230, -1.088], [-0.790, -0.833, -1.132], [3.005, 3.179, -6.334], [4.722, 1.617, -5.462], [4.104, -0.128, -3.860], [0.043, 1.184, -3.983], [0.656, 2.958, -5.560], [0.187, -3.219, -4.068], [1.066, -5.281, -5.029], [3.492, -5.775, -4.953], [5.024, -4.164, -3.847], [4.132, -2.121, -2.830], [-0.460, -1.274, -4.512], [-2.852, -1.838, -4.346], [-3.918, -1.898, -2.080], [-2.674, -1.171, -0.144], [1.592, -0.231, 4.976], [0.115, -0.571, 4.794], [-0.329, -1.426, 3.060], [-2.107, -2.254, 3.373], [-2.588, -3.212, 2.289], [0.839, -2.973, 3.301], [1.764, -3.220, 2.378], [1.481, -2.044, 0.789], [3.221, -1.182, 0.404], [3.979, -0.783, 1.668], [0.743, -3.444, -0.402], [1.573, -4.711, -0.592], [2.750, -4.342, 2.501], [3.779, -4.506, 1.574], [4.696, -5.544, 1.675], [4.601, -6.461, 2.709], [3.569, -6.332, 3.631], [2.659, -5.293, 3.523], [1.810, 0.105, 5.995], [1.918, 0.554, 4.292], [2.224, -1.101, 4.774], [-0.527, 0.273, 5.035], [-0.163, -1.376, 5.488], [-2.863, -1.505, 3.613], [-1.923, -2.812, 4.299], [-2.795, -2.701, 1.348], [-3.502, -3.739, 2.580], [-1.830, -3.969, 2.068], [0.763, -3.556, 4.226], [3.041, -0.313, -0.220], [3.793, -1.876, -0.225], [3.405, -0.058, 2.249], [4.930, -0.304, 1.408], [4.204, -1.629, 2.318], [0.453, -3.052, -1.367], [-0.202, -3.674, 0.104], [2.526, -4.502, -1.087], [1.033, -5.420, -1.228], [1.795, -5.218, 0.349], [3.860, -3.817, 0.746], [5.482, -5.633, 0.935], [5.312, -7.275, 2.790], [3.468, -7.050, 4.436], [1.855, -5.225, 4.245], [-1.865, 1.370, -0.020], [-2.355, 2.793, -0.316], [-4.148, 2.960, 0.026], [-4.879, 1.776, 0.087], [-6.250, 1.804, 0.297], [-6.907, 3.018, 0.452], [-6.187, 4.203, 0.385], [-4.816, 4.173, 0.166], [-2.307, 3.255, -2.083], [-2.197, 2.217, -3.000], [-2.299, 2.482, -4.362], [-2.491, 3.779, -4.811], [-2.587, 4.823, -3.896], [-2.505, 4.558, -2.538], [-1.579, 4.196, 0.540], [-0.419, 4.780, 0.030], [0.262, 5.741, 0.762], [-0.211, 6.135, 2.008], [-1.361, 5.557, 2.525], [-2.035, 4.585, 1.797], [-4.347, 0.838, -0.031], [-6.806, 0.875, 0.341], [-7.976, 3.040, 0.624], [-6.692, 5.154, 0.504], [-4.266, 5.106, 0.119], [-2.042, 1.206, -2.637], [-2.225, 1.667, -5.073], [-2.565, 3.981, -5.873], [-2.730, 5.840, -4.242], [-2.583, 5.375, -1.829], [-0.032, 4.460, -0.929], [1.171, 6.175, 0.362], [0.323, 6.886, 2.578], [-1.727, 5.843, 3.504], [-2.908, 4.108, 2.229]], "forces_ev_per_angstrom": [[0.0057, 0.0339, -0.4254], [-0.2410, -0.0500, 0.1538], [0.2199, -0.0045, -0.1772], [-0.1111, -0.1741, 0.2675], [-0.4036, -0.0766, 0.1658], [0.3715, 0.9382, 1.1050], [0.5099, -0.1952, -0.6829], [-0.7387, -0.2984, 0.1244], [0.2695, -0.1216, -0.1813], [-0.2497, -0.1322, -0.0225], [0.2127, 0.1034, 0.1015], [-0.0942, -0.0685, 0.0187], [0.5928, 0.1041, -0.3240], [-0.0176, 0.0027, -0.0643], [0.0195, -0.0200, -0.0002], [0.0574, -0.0113, 0.0005], [-0.0091, -0.0056, -0.0021], [-0.0114, -0.0087, -0.0192], [-0.0057, 0.0344, 0.0025], [-0.0082, 0.0214, -0.0032], [0.0152, -0.0002, 0.0136], [-0.0019, 0.0072, 0.0077], [-0.0361, 0.0015, -0.0376], [0.1374, -0.0766, -0.1302], [-0.0227, 0.0178, 0.0321], [-0.0119, -0.0077, 0.0056], [-0.1973, 0.0591, 0.0710], [0.0776, -0.0092, 0.0276], [-0.0108, -0.0306, 0.0255], [0.0085, 0.0112, 0.0119], [0.0031, 0.0147, 0.0137], [-0.0064, 0.0158, 0.0021], [-0.0115, -0.0336, -0.0260], [-0.0282, -0.0145, -0.1179], [0.0240, -0.0026, -0.0611], [0.0029, 0.0168, 0.0803], [0.0412, -0.0029, -0.0234], [-0.0560, 0.0381, -0.0480], [-0.0075, 0.2354, 0.0216], [-0.0016, -0.0020, 0.0013], [0.0021, -0.0049, -0.0010], [-0.0001, -0.0221, -0.0158], [-0.0710, -0.0082, -0.0016], [-0.0106, -0.0200, 0.0091], [0.0547, -0.0443, 0.0041], [0.0077, 0.0080, 0.0033], [0.0024, 0.0033, -0.0016], [-0.0072, -0.0038, -0.0032], [-0.0185, 0.0098, -0.0082], [-0.0088, 0.0741, 0.0016], [-0.0007, 0.0052, 0.0036], [0.0000, -0.0144, -0.0187], [-0.0333, -0.0106, 0.0612], [0.0501, 0.0190, -0.0057], [-0.0395, -0.0686, 0.1937], [0.3411, 0.3153, -0.0544], [-0.0967, -0.0674, 0.0508], [0.0224, -0.0696, -0.0502], [-0.1386, -0.0602, 0.2204], [0.2747, -0.2121, -0.0611], [-0.5816, 0.1022, 0.0898], [0.2220, -0.0196, -0.0507], [0.0295, -0.0188, -0.0324], [0.0670, -0.1584, -0.0894], [-0.1137, -0.1475, -0.0913], [-0.0609, 0.1019, 0.0468], [0.1981, 0.0856, 0.1574], [-0.0127, 0.0652, 0.0170], [-0.0385, -0.0115, -0.0015], [0.0135, -0.0112, -0.0161], [0.0202, 0.0043, 0.0322], [-0.0042, 0.0008, 0.0013], [-0.0151, -0.0219, 0.0067], [-0.0313, 0.0057, 0.0012], [0.0027, 0.0157, 0.0310], [0.0275, 0.0639, 0.0742], [-0.0015, -0.0158, -0.0238], [-0.0550, 0.0163, 0.0040], [0.0017, 0.0386, -0.0069], [0.0072, 0.0066, 0.0166], [0.0017, 0.0249, 0.0266], [0.0000, 0.0022, -0.0487], [0.0040, -0.0492, 0.0009], [0.0655, 0.0111, 0.0733], [0.0439, -0.0727, -0.0201], [-0.0115, 0.0002, 0.0145], [-0.0150, -0.1315, 0.0005], [0.0096, 0.0430, -0.0776], [0.0172, -0.0817, -0.0085], [-0.0460, 0.0083, -0.0025], [0.0220, -0.0199, -0.0301], [-0.1256, 0.0390, -0.1714], [0.0132, 0.1079, -0.0010], [-0.0045, -0.0071, 0.0020], [-0.0039, 0.0034, 0.0037], [0.0034, 0.0036, -0.0034], [0.0338, 0.0004, -0.0197], [-0.2179, 0.2391, -0.0589], [-0.1053, -0.6521, -0.0358], [-0.0554, 0.0577, -0.0350], [-0.0248, 0.0004, 0.0198], [0.0242, -0.0076, -0.0057], [0.0220, 0.0139, 0.0070], [0.0089, -0.0270, 0.0009], [0.0053, 0.0253, -0.0040], [-0.0184, 0.1985, -0.0273], [-0.0521, -0.0082, -0.0487], [0.0176, -0.0431, 0.0142], [0.0020, 0.0382, 0.0123], [0.0023, -0.0428, -0.0063], [0.0468, 0.0132, -0.0211], [0.0390, 0.0978, 0.0344], [0.0117, -0.0062, 0.0376], [-0.0018, -0.0036, 0.0167], [0.0170, 0.0074, 0.0005], [-0.0109, -0.0184, -0.0317], [0.0082, 0.0176, 0.0370], [0.0177, 0.0242, -0.0118], [-0.0055, 0.0116, 0.0001], [0.0022, 0.0047, -0.0055], [-0.0042, -0.0084, 0.0016], [0.0042, -0.0234, -0.0070], [-0.0084, 0.0154, 0.0280], [0.0213, -0.0110, 0.0129], [0.0034, -0.0007, 0.0102], [-0.0037, -0.0069, -0.0035], [-0.0048, -0.0206, 0.0014], [-0.0197, -0.0112, -0.0192], [-0.0070, 0.0060, 0.0050], [-0.0062, -0.0100, -0.0058], [0.0067, 0.0105, -0.0092], [-0.0144, -0.0015, -0.0413]]}